(1)
Here is a molecular structure, C7H8IO2P at a distorted geometry from the OMol25 dataset. Energies are from ωB97M-V/def2-TZVPD.

Each line ends with the Löwdin charge.
Element x y z (Å)
C -0.508 0.446 -0.645  -0.111
C -0.062 1.711 -0.547  -0.026
C 1.568 -0.330 0.497  -0.024
C 0.354 -0.456 -0.100  -0.027
C 1.080 2.022 0.232  -0.241
C 1.994 1.014 0.632  -0.245
C -0.498 -3.033 -0.636  -0.985
O 1.497 3.344 0.360  -0.014
O 3.211 1.348 1.175  0.067
P -1.807 -3.182 0.464  0.651
I 1.130 -4.226 0.071  0.664
H -1.379 0.005 -0.940  0.070
H -0.609 2.510 -0.958  0.105
H 2.268 -1.129 0.761  0.097
H -0.305 -2.860 -1.692  -0.024
H 0.744 3.938 0.753  0.173
H 3.178 2.312 0.969  0.110
H -1.368 -2.376 1.422  -0.130
H -2.657 -2.354 -0.245  -0.111

Cartesian forces (eV/Å) of the 2 atoms listed first:
2.0871 -1.4894 1.2863
1.0188 1.6122 1.4970

E_LUMO (spin up / spin down): -0.40 / 0.13 eV
energy above the lowest of the compared OMol25 structures with the same formula, charge and spin: 143.3 kcal/mol
HOMO-LUMO gap (spin up / spin down): 8.02 / 7.99 eV
DFT total energy: -1060.86002 hartree
largest force on an atom: 3.21 eV/Å

***

(2)
Here is 2 unconnected molecules or ions with the total composition CH6NO2 at a distorted geometry from the OMol25 dataset. Energies are from ωB97M-V/def2-TZVPD.

Each line ends with the Löwdin charge.
Element x y z (Å)
N -0.366 0.382 -1.454  -0.046
C -0.503 0.811 0.007  -0.603
O -0.759 -0.082 0.944  -0.296
H -1.264 0.419 -1.919  0.010
H -0.024 -0.567 -1.440  0.020
H -1.251 1.646 -0.123  0.067
H 0.394 1.453 0.171  0.064
H 0.506 -0.999 1.256  -0.020
H 2.011 -1.415 1.015  -0.027
O 1.257 -1.648 1.544  -0.169

Cartesian forces (eV/Å) of the 2 atoms listed first:
0.3578 0.2190 0.5420
-0.1979 1.8135 -0.8771

charge: -1
E_LUMO: 4.74 eV
energy above the lowest of the compared OMol25 structures with the same formula, charge and spin: 5.4 kcal/mol
HOMO-LUMO gap: 7.88 eV
DFT total energy: -246.94054 hartree
largest force on an atom: 2.02 eV/Å

***

(3)
Here is 2 unconnected molecules or ions with the total composition C3H11NOS2 at a distorted geometry from the OMol25 dataset. Energies are from ωB97M-V/def2-TZVPD.

Each line ends with the Löwdin charge.
Element x y z (Å)
S 2.417 2.237 -1.302  0.288
S 2.633 0.354 -0.485  0.356
C 1.458 -1.023 -1.126  -0.471
C 0.028 -0.855 -0.665  -0.336
N -0.316 -0.810 0.733  -0.112
C -1.121 -1.940 1.130  -0.134
H 1.199 2.582 -0.882  -0.228
H 1.623 -1.077 -2.232  0.087
H 1.923 -1.853 -0.719  0.026
H -0.617 -1.444 -1.292  0.096
H -0.127 0.276 -1.104  0.131
H 0.328 -0.446 1.365  0.075
H -1.763 -2.175 0.199  0.107
H -1.711 -1.596 1.966  0.065
H -0.698 -2.831 1.496  0.047
H -2.247 3.096 0.563  0.042
H -1.647 3.989 1.628  0.100
O -1.363 3.518 0.727  -0.140

Cartesian forces (eV/Å) of the 2 atoms listed first:
-0.1513 -0.6751 -0.6182
-0.3486 -0.8685 0.5073

E_LUMO: 0.56 eV
energy above the lowest of the compared OMol25 structures with the same formula, charge and spin: 42.4 kcal/mol
HOMO-LUMO gap: 9.04 eV
DFT total energy: -1047.19972 hartree
largest force on an atom: 5.35 eV/Å

***

(4)
Here is 2 unconnected molecules or ions with the total composition C2H6O2 at a distorted geometry from the OMol25 dataset. Energies are from ωB97M-V/def2-TZVPD.

Each line ends with the Löwdin charge.
Element x y z (Å)
C -5.313 -3.648 -0.383  -0.055
H -5.567 -3.347 -1.399  0.012
H -6.100 -3.370 0.307  0.013
H -5.209 -4.738 -0.319  0.016
H -4.288 -3.291 -0.275  0.015
O 1.587 2.387 -0.276  0.080
C 2.459 1.581 -0.222  -0.369
O 2.598 0.724 0.850  0.039
H 3.053 1.143 -1.047  0.142
H 2.197 1.189 1.601  0.108

Cartesian forces (eV/Å) of the 2 atoms listed first:
0.5596 -0.9406 -0.8427
-0.3663 -0.2560 0.0252

E_LUMO: 0.87 eV
energy above the lowest of the compared OMol25 structures with the same formula, charge and spin: 7.7 kcal/mol
HOMO-LUMO gap: 12.04 eV
DFT total energy: -230.26841 hartree
largest force on an atom: 2.84 eV/Å

***

(5)
Here is a single C7H11NS molecule at a distorted geometry from the OMol25 dataset. Energies are from ωB97M-V/def2-TZVPD.

Each line ends with the Löwdin charge.
Element x y z (Å)
C -1.754 -0.310 0.149  0.074
C -1.904 0.952 -0.009  -0.479
C 1.126 0.194 0.192  -0.399
C -1.917 -1.759 0.032  -0.097
C -3.284 1.514 -0.479  0.018
C 3.577 0.633 -0.087  -0.154
C 2.480 -0.401 0.178  -0.379
N -0.921 1.923 0.105  -0.368
S 0.734 1.747 0.045  0.938
H -2.917 -2.168 0.137  0.080
H -1.602 -2.165 -0.912  0.062
H -1.332 -2.356 0.845  0.122
H -3.156 2.563 -0.304  0.076
H -3.438 1.154 -1.416  0.047
H -3.969 1.097 0.220  0.070
H 4.292 0.702 0.719  0.054
H 3.123 1.610 -0.235  0.005
H 4.282 0.330 -0.973  0.106
H 2.763 -1.098 1.024  0.118
H 2.544 -1.192 -0.622  0.107

Cartesian forces (eV/Å) of the 2 atoms listed first:
0.9213 -2.6152 0.2237
1.7963 2.2044 -0.5675

E_LUMO (spin up / spin down): -0.69 / -0.70 eV
energy above the lowest of the compared OMol25 structures with the same formula, charge and spin: 164.1 kcal/mol
HOMO-LUMO gap (spin up / spin down): 6.81 / 6.80 eV
DFT total energy: -726.00102 hartree
largest force on an atom: 4.26 eV/Å

***

(6)
Here is 10 unconnected molecules or ions with the total composition C35H45F5O30 at a distorted geometry from the OMol25 dataset. Energies are from ωB97M-V/def2-TZVPD.

Each line ends with the Löwdin charge.
Element x y z (Å)
C 15.113 16.312 11.049  -0.103
C 16.131 15.815 12.021  -0.274
O 16.685 16.972 12.629  0.139
C 16.395 17.982 11.747  -0.524
O 16.781 19.091 11.808  0.184
O 15.538 17.613 10.719  0.071
F 17.129 15.150 11.313  0.036
H 14.100 16.427 11.503  0.119
H 15.062 15.741 10.130  0.142
H 15.819 15.237 12.888  0.160
C 11.088 16.875 11.141  -0.087
C 10.109 16.691 12.275  -0.257
O 10.230 17.920 13.060  0.101
C 11.385 18.558 12.698  -0.539
O 11.856 19.468 13.257  0.196
O 11.905 17.948 11.562  0.060
F 10.507 15.708 13.127  0.052
H 10.579 17.037 10.188  0.140
H 11.709 15.967 11.039  0.125
H 9.034 16.531 11.943  0.177
C 16.474 14.265 18.879  -0.029
C 17.380 15.132 18.059  -0.300
O 17.170 14.800 16.703  0.141
C 16.227 13.805 16.632  -0.492
O 15.723 13.430 15.597  0.146
O 15.752 13.517 17.869  0.056
F 18.704 14.910 18.329  0.057
H 15.751 14.831 19.436  0.107
H 16.997 13.569 19.521  0.142
H 17.173 16.218 18.228  0.184
C 8.275 13.763 13.367  -0.021
C 7.748 12.639 14.301  -0.305
O 7.561 13.234 15.523  0.163
C 8.160 14.439 15.515  -0.571
O 8.268 15.135 16.474  0.164
O 8.626 14.756 14.325  0.062
F 8.699 11.677 14.413  0.061
H 7.556 14.150 12.714  0.121
H 9.197 13.452 12.812  0.136
H 6.834 12.119 13.903  0.184
C 11.723 11.894 20.368  -0.039
C 12.955 12.580 19.748  -0.255
O 13.000 11.958 18.501  0.108
C 11.910 11.216 18.214  -0.527
O 11.683 10.741 17.154  0.182
O 11.138 11.086 19.333  0.081
F 14.114 12.161 20.395  0.039
H 10.978 12.595 20.790  0.144
H 12.039 11.248 21.218  0.147
H 12.921 13.653 19.681  0.143
C 18.321 11.167 9.314  -0.024
C 17.236 10.674 10.226  -0.340
C 17.282 11.399 11.546  -0.069
O 15.895 11.393 11.942  0.066
C 15.146 11.175 10.837  -0.576
O 13.970 11.174 10.810  0.165
O 15.936 11.004 9.776  0.105
H 19.354 10.858 9.657  0.117
H 18.207 12.228 9.174  0.081
H 18.179 10.700 8.318  0.094
H 17.306 9.603 10.296  0.156
H 17.613 12.442 11.457  0.133
H 17.833 10.962 12.352  0.123
C 16.094 9.371 17.920  -0.001
C 16.275 9.823 16.465  -0.291
C 17.685 10.376 16.185  -0.085
O 18.003 9.801 14.938  0.067
C 17.156 8.815 14.598  -0.582
O 17.249 8.102 13.668  0.180
O 16.219 8.725 15.556  0.095
H 15.099 8.995 18.055  0.078
H 16.325 10.112 18.684  0.089
H 16.766 8.558 18.045  0.076
H 15.524 10.554 16.187  0.129
H 18.333 10.072 16.994  0.126
H 17.778 11.468 16.127  0.130
C 12.582 12.985 8.270  -0.028
C 11.176 12.933 8.689  -0.343
C 10.957 12.258 10.004  -0.074
O 9.775 12.949 10.431  0.050
C 9.657 14.139 9.814  -0.511
O 8.753 14.985 9.875  0.099
O 10.644 14.266 8.882  0.086
H 13.178 13.489 9.060  0.103
H 12.775 13.376 7.298  0.078
H 13.008 11.993 8.076  0.102
H 10.605 12.444 7.893  0.163
H 11.749 12.543 10.713  0.113
H 10.836 11.168 9.902  0.159
C 12.142 16.867 15.658  0.005
C 12.136 17.478 17.065  -0.296
C 10.939 17.120 17.943  -0.052
O 11.558 16.615 19.166  0.056
C 12.913 16.458 19.002  -0.539
O 13.736 15.985 19.745  0.119
O 13.228 16.889 17.786  0.078
H 11.072 17.100 15.347  0.108
H 12.340 15.772 15.818  0.106
H 12.922 17.326 15.071  0.085
H 12.232 18.556 16.982  0.154
H 10.257 16.359 17.493  0.127
H 10.334 17.959 18.158  0.119
C 11.717 10.579 13.814  0.003
C 11.861 12.075 14.230  -0.298
C 13.154 12.395 15.034  -0.066
O 13.520 13.608 14.390  0.039
C 12.932 13.753 13.208  -0.549
O 13.272 14.513 12.342  0.128
O 11.982 12.821 13.050  0.062
H 11.678 9.990 14.750  0.083
H 12.614 10.313 13.242  0.080
H 10.898 10.474 13.114  0.073
H 10.948 12.376 14.795  0.143
H 14.006 11.703 14.915  0.127
H 13.017 12.545 16.117  0.115

Cartesian forces (eV/Å) of the 2 atoms listed first:
-2.0810 0.2034 0.0013
0.6914 -0.4838 1.1834

E_LUMO: 0.33 eV
HOMO-LUMO gap: 11.08 eV
DFT total energy: -4117.37616 hartree
largest force on an atom: 3.56 eV/Å

***

Q: Which of these has the lowest largest force on an atom?
A: CH6NO2